Run one
2 unconnected molecules or ions with the total composition C4H7ClOS. Source: the Open Molecules 2025 dataset; level of theory: ωB97M-V/def2-TZVPD.

Positions of all 14 atoms, in Å:
C: -1.152 -1.269 -0.265
C: 1.757 0.826 0.014
C: 0.092 -1.026 -0.561
C: 1.215 -0.557 0.396
O: -3.659 -0.662 0.033
S: -2.646 -1.700 0.269
Cl: -2.315 2.627 0.070
H: 2.433 0.765 -0.872
H: 0.949 1.449 -0.089
H: 2.444 1.297 0.715
H: 0.404 -1.149 -1.653
H: -2.399 1.327 -0.041
H: 2.077 -1.378 0.480
H: 0.799 -0.550 1.503

Output
LUMO energy: -0.4 eV
frontier orbital gap: 9.1 eV

Charges in e, computed with Mulliken, in the same order as the atoms: number 1, C, carries -0.3189; number 2, C, carries -1.0555; number 3, C, carries 0.1534; number 4, C, carries -0.1818; number 5, O, carries -0.5052; number 6, S, carries 0.2273; number 7, Cl, carries -0.2667; number 8, H, carries 0.2891; number 9, H, carries 0.3180; number 10, H, carries 0.3259; number 11, H, carries 0.2673; number 12, H, carries 0.2255; number 13, H, carries 0.2562; number 14, H, carries 0.2655


Run two
C4H7ClOS in the gas phase. Source: the Open Molecules 2025 dataset; level of theory: ωB97M-V/def2-TZVPD.

Positions of all 14 atoms, in Å:
C: -3.101 0.121 0.766
C: 2.282 0.060 -0.688
C: 0.817 0.223 -0.431
C: 0.277 -0.841 0.446
O: -3.906 0.473 1.574
S: -1.174 -0.512 1.286
Cl: -3.299 0.000 -0.962
H: 2.694 0.987 -0.967
H: 2.828 -0.287 0.189
H: 2.446 -0.504 -1.623
H: 0.273 0.160 -1.334
H: 0.552 1.168 0.164
H: 0.231 -1.797 0.150
H: -0.919 0.750 1.429

Output
LUMO energy (alpha / beta): 0.2 / 0.2 eV
frontier orbital gap (alpha / beta): 8.0 / 8.0 eV

Charges in e, computed with Mulliken, in the same order as the atoms: number 1, C, carries 0.4134; number 2, C, carries -1.2761; number 3, C, carries -0.0316; number 4, C, carries -0.5227; number 5, O, carries -0.4173; number 6, S, carries -0.0615; number 7, Cl, carries -0.1675; number 8, H, carries 0.3637; number 9, H, carries 0.3584; number 10, H, carries 0.3143; number 11, H, carries 0.2419; number 12, H, carries 0.2480; number 13, H, carries 0.3984; number 14, H, carries 0.1386


Of them, run one has the highest stability.


Run one
C5H9FO2 in the gas phase. Source: the Open Molecules 2025 dataset; level of theory: ωB97M-V/def2-TZVPD.

Positions of all 17 atoms, in Å:
C: -0.818 1.864 0.148
C: -0.981 0.496 -0.417
C: 0.203 -0.488 -0.169
C: 1.575 0.096 -0.558
C: 0.092 -1.511 0.836
H: -0.731 1.755 1.205
H: 0.126 2.193 -0.221
H: -1.679 2.527 -0.097
H: -1.147 0.507 -1.531
H: 1.502 0.627 -1.504
H: 2.228 -0.722 -0.756
H: 2.925 1.236 0.220
H: -0.802 -1.525 1.527
H: 1.009 -1.929 1.206
O: 2.063 0.877 0.487
O: -0.108 -1.792 -0.541
F: -2.166 -0.009 0.149

Output
LUMO energy: 0.6 eV
frontier orbital gap: 11.0 eV

Charges in e, computed with Mulliken, in the same order as the atoms: number 1, C, carries -1.2765; number 2, C, carries 0.2085; number 3, C, carries 1.1201; number 4, C, carries -1.0509; number 5, C, carries -0.6028; number 6, H, carries 0.3457; number 7, H, carries 0.3842; number 8, H, carries 0.3405; number 9, H, carries 0.2266; number 10, H, carries 0.3685; number 11, H, carries 0.5392; number 12, H, carries 0.3167; number 13, H, carries 0.2185; number 14, H, carries 0.3074; number 15, O, carries -0.5323; number 16, O, carries -0.5457; number 17, F, carries -0.3678


Run two
2 unconnected molecules or ions with the total composition C5H9FO2. Source: the Open Molecules 2025 dataset; level of theory: ωB97M-V/def2-TZVPD.

Positions of all 17 atoms, in Å:
C: 0.350 2.462 -0.224
C: 0.311 1.505 0.769
C: -2.593 -0.666 -0.328
C: 1.477 -1.739 0.231
C: -0.569 0.334 0.506
O: -1.644 0.479 -0.262
O: 0.660 -0.814 -0.448
F: -0.714 -0.509 1.594
H: 1.308 3.049 -0.182
H: -0.145 2.584 -1.164
H: 0.878 1.391 1.632
H: -1.962 -1.580 -0.158
H: -3.136 -0.596 -1.251
H: -3.397 -0.583 0.424
H: 2.317 -1.369 0.862
H: 1.583 -2.492 -0.558
H: 0.717 -2.250 0.885

Output
LUMO energy: 0.5 eV
frontier orbital gap: 9.3 eV

Charges in e, computed with Mulliken, in the same order as the atoms: number 1, C, carries -0.7065; number 2, C, carries -0.3843; number 3, C, carries -0.5629; number 4, C, carries -0.6922; number 5, C, carries 0.9282; number 6, O, carries -0.3505; number 7, O, carries -0.4584; number 8, F, carries -0.2771; number 9, H, carries 0.2138; number 10, H, carries 0.3328; number 11, H, carries 0.4110; number 12, H, carries 0.2670; number 13, H, carries 0.2384; number 14, H, carries 0.2508; number 15, H, carries 0.2164; number 16, H, carries 0.3115; number 17, H, carries 0.2623


Of them, run one has the highest stability.


Run one
A gas-phase ion, C12H17N2 (charge +1). Source: the Open Molecules 2025 dataset; level of theory: ωB97M-V/def2-TZVPD.

Positions of all 31 atoms, in Å:
C: 3.654 -1.905 -1.321
C: 3.054 -2.229 -0.099
C: 3.194 -0.819 -2.082
C: 1.943 -1.505 0.336
C: 2.096 -0.071 -1.588
C: 1.484 -0.381 -0.390
C: -1.305 1.447 -1.334
C: -0.168 1.671 -0.310
C: -2.473 0.519 -0.748
C: -1.923 -0.886 1.141
C: -1.334 0.248 2.012
C: 0.437 0.415 0.170
N: -1.917 -0.703 -0.241
N: 0.133 0.349 1.634
H: 4.523 -2.500 -1.745
H: 3.421 -3.067 0.526
H: 3.734 -0.658 -3.019
H: 1.540 -2.021 1.310
H: 1.701 0.855 -2.097
H: -1.698 2.197 -1.882
H: -0.924 0.697 -2.022
H: 0.602 2.202 -0.867
H: -0.534 2.457 0.316
H: -2.860 0.941 0.052
H: -3.108 0.418 -1.559
H: -1.315 -1.818 1.263
H: -2.720 -1.289 1.722
H: -1.984 1.140 1.910
H: -1.549 -0.039 3.016
H: 0.415 1.229 2.136
H: 0.584 -0.484 2.113

Output
LUMO energy (alpha / beta): -4.5 / -3.9 eV
charge: +1
frontier orbital gap (alpha / beta): 7.9 / 7.6 eV

Charges in e, computed with Mulliken, in the same order as the atoms: number 1, C, carries -0.3115; number 2, C, carries -0.7908; number 3, C, carries -0.9751; number 4, C, carries -0.4737; number 5, C, carries -0.1592; number 6, C, carries 1.6133; number 7, C, carries -0.7445; number 8, C, carries -1.3290; number 9, C, carries -0.7476; number 10, C, carries -0.6078; number 11, C, carries -0.7699; number 12, C, carries 0.0958; number 13, N, carries -0.3318; number 14, N, carries 0.0390; number 15, H, carries 0.3218; number 16, H, carries 0.3735; number 17, H, carries 0.3877; number 18, H, carries 0.0328; number 19, H, carries 0.2460; number 20, H, carries 0.6553; number 21, H, carries 0.3013; number 22, H, carries 0.4858; number 23, H, carries 0.3916; number 24, H, carries 0.3651; number 25, H, carries 0.5353; number 26, H, carries 0.3727; number 27, H, carries 0.4371; number 28, H, carries 0.2677; number 29, H, carries 0.4908; number 30, H, carries 0.4288; number 31, H, carries 0.3996


Run two
A gas-phase ion, C12H17N2 (charge +1). Source: the Open Molecules 2025 dataset; level of theory: ωB97M-V/def2-TZVPD.

Positions of all 31 atoms, in Å:
C: -2.168 -2.099 -0.549
C: -1.662 -1.371 -1.629
C: -2.484 -1.441 0.632
C: -1.462 -0.020 -1.489
C: -2.269 -0.112 0.818
C: -1.652 0.577 -0.261
C: 2.698 -1.049 0.113
C: 1.745 -1.968 0.894
C: 0.920 2.237 -0.670
C: 1.527 1.802 0.597
C: -1.489 2.078 -0.304
C: 1.266 -0.692 0.234
N: -0.420 2.785 -0.496
N: 0.887 0.521 0.982
H: -2.246 -3.227 -0.564
H: -1.546 -2.026 -2.453
H: -3.057 -1.979 1.445
H: -1.094 0.681 -2.291
H: -2.671 0.335 1.698
H: 3.418 -0.460 0.556
H: 3.072 -1.408 -0.910
H: 1.408 -2.942 0.430
H: 1.804 -2.056 1.914
H: 1.330 3.155 -1.098
H: 0.901 1.470 -1.389
H: 2.625 1.772 0.416
H: 1.404 2.635 1.293
H: -2.315 2.667 -0.083
H: 0.573 -0.834 -0.614
H: 1.010 0.268 2.042
H: -0.054 0.701 0.734

Output
LUMO energy: -3.0 eV
charge: +1
frontier orbital gap: 10.1 eV

Charges in e, computed with Mulliken, in the same order as the atoms: number 1, C, carries -0.4255; number 2, C, carries -0.6347; number 3, C, carries -0.2787; number 4, C, carries -0.2710; number 5, C, carries -0.3914; number 6, C, carries 0.2758; number 7, C, carries -0.5392; number 8, C, carries -0.7743; number 9, C, carries -0.7010; number 10, C, carries -0.3719; number 11, C, carries -0.3216; number 12, C, carries 0.1965; number 13, N, carries -0.5001; number 14, N, carries 0.2054; number 15, H, carries 0.3840; number 16, H, carries 0.4486; number 17, H, carries 0.3351; number 18, H, carries 0.4011; number 19, H, carries 0.5551; number 20, H, carries 0.3344; number 21, H, carries 0.2093; number 22, H, carries 0.2185; number 23, H, carries 0.2641; number 24, H, carries 0.3896; number 25, H, carries 0.3693; number 26, H, carries 0.3242; number 27, H, carries 0.3899; number 28, H, carries 0.5432; number 29, H, carries 0.1635; number 30, H, carries 0.4476; number 31, H, carries -0.2458


Of them, run two has the highest stability.


Run one
C3H4O2S in the gas phase. Source: the Open Molecules 2025 dataset; level of theory: ωB97M-V/def2-TZVPD.

Positions of all 10 atoms, in Å:
C: -0.409 0.515 0.735
C: 0.580 -0.100 -0.273
C: -0.082 -1.277 -0.954
H: 0.902 1.825 0.920
H: -0.709 -0.285 1.433
H: -1.250 0.807 0.052
H: 0.264 -2.263 -0.641
O: 0.185 1.542 1.458
O: 1.626 0.450 -0.601
S: -1.107 -1.213 -2.128

Output
LUMO energy: -0.9 eV
frontier orbital gap: 8.4 eV

Charges in e, computed with Mulliken, in the same order as the atoms: number 1, C, carries -0.4374; number 2, C, carries 0.8168; number 3, C, carries -0.4171; number 4, H, carries 0.3306; number 5, H, carries 0.3204; number 6, H, carries 0.2911; number 7, H, carries 0.3009; number 8, O, carries -0.4868; number 9, O, carries -0.5440; number 10, S, carries -0.1744


Run two
C3H4O2S in the gas phase. Source: the Open Molecules 2025 dataset; level of theory: ωB97M-V/def2-TZVPD.

Positions of all 10 atoms, in Å:
C: 1.070 -0.072 -0.483
C: -0.448 0.749 -0.116
C: -1.472 -0.328 0.064
O: 0.974 -0.600 -1.561
O: -0.548 1.915 -0.351
S: 2.849 -0.278 0.495
H: -1.235 -1.046 -0.738
H: -2.484 0.132 0.246
H: -1.325 -0.895 0.954
H: 2.619 0.423 1.489

Output
LUMO energy: 0.4 eV
frontier orbital gap: 9.7 eV

Charges in e, computed with Mulliken, in the same order as the atoms: number 1, C, carries 0.2954; number 2, C, carries 0.7084; number 3, C, carries -1.0406; number 4, O, carries -0.3996; number 5, O, carries -0.4484; number 6, S, carries -0.2122; number 7, H, carries 0.3417; number 8, H, carries 0.2849; number 9, H, carries 0.3617; number 10, H, carries 0.1087


Of them, run one has the highest stability.